# 1
ORCA calculation (ωB97M-V/def2-TZVPD) on a 2-piece molecular cluster, C4H9NO overall.

Each line ends with the natural charge from an NBO analysis.
Geometry (Å):
C: 2.08996 -0.43320 -0.23169  -0.396
C: 1.35841 -0.45835 -1.34232  -0.397
C: -0.87268 0.39639 1.18762  0.055
N: -0.61089 1.55194 0.72835  -0.146
O: -0.96505 1.72427 -0.60012  -0.581
C: -1.59775 -0.76883 0.60457  -0.696
H: -0.49557 0.29077 2.19712  0.189
H: 2.85129 -1.17645 -0.01988  0.190
H: 1.97713 0.35126 0.50754  0.198
H: 0.62036 0.30232 -1.57378  0.210
H: 1.49648 -1.22153 -2.09863  0.189
H: -0.70687 2.64511 -0.73067  0.480
H: -2.16146 -1.24168 1.41361  0.225
H: -2.29097 -0.49471 -0.19100  0.235
H: -0.87419 -1.49564 0.22320  0.244

Forces on the atoms, in the same order (eV/Å):
-0.0776 0.0536 -0.2560
0.2972 0.0701 0.0832
0.0161 0.4253 0.1964
0.3271 -0.5265 0.3623
-0.3267 0.3096 -0.2072
-0.0546 0.0063 -0.0659
-0.0816 -0.0370 0.1673
-0.0819 -0.0408 -0.0939
-0.0791 -0.0036 -0.0564
0.0546 -0.0640 0.1867
0.0437 -0.1132 0.0749
-0.1452 -0.1466 -0.2220
0.0480 -0.0408 -0.1486
0.1737 0.0669 -0.0036
-0.1137 0.0406 -0.0173

Calculated values
HOMO energy: -0.3576 Eh
Max |F|: 0.0140 hartree/bohr
Charge: 0
E_tot: -7828.83932 eV
SMILES string: C/C=N\O.C=C
Kohn-Sham gap: 10.73 eV

---

# 2
ORCA calculation (ωB97M-V/def2-TZVPD) on an isolated ion of composition C3H6N3O and charge +1 at a distorted geometry.

Each line ends with the natural charge from an NBO analysis.
Geometry (Å):
C: -1.89094 0.66140 1.59765  0.321
C: -0.49720 -0.02670 0.22819  0.425
C: 0.17549 -0.40932 -1.12975  -0.252
N: -0.75557 0.67514 2.19115  -0.259
N: 0.11575 0.07411 1.29886  -0.316
N: 1.67016 -0.28189 -0.85969  -0.670
O: -1.80369 0.34224 0.31729  -0.386
H: -2.82228 1.09889 2.02940  0.245
H: -0.05628 -1.50530 -1.41030  0.263
H: -0.12096 0.19668 -1.90477  0.250
H: 2.34495 -0.65685 -1.53397  0.454
H: 1.80647 -0.90444 -0.10594  0.459
H: 1.83411 0.73603 -0.71812  0.468

Forces on the atoms, in the same order (eV/Å):
-0.8864 2.3493 1.6144
-0.7570 -0.5705 -3.7554
-0.4121 -3.2686 2.3205
-0.2274 -1.2806 1.1736
1.9347 1.0361 1.6783
-1.0056 0.8542 -1.6010
0.1679 -1.0172 -1.6061
0.8537 -0.7153 -0.7184
0.4416 1.7406 0.4447
-0.5732 1.5229 -1.7335
-0.5989 0.3504 -0.7668
0.5679 0.0291 2.2678
0.4949 -1.0304 0.6818

Calculated values
HOMO energy: -0.5431 Eh
Max |F|: 0.0784 hartree/bohr
Charge: +1
E_tot: -9717.46904 eV
SMILES string: [NH3+]Cc1nnco1
Kohn-Sham gap: 10.78 eV

---

# 3
ORCA calculation (ωB97M-V/def2-TZVPD) on an isolated ion of composition C5H9NO and charge -1 at a distorted geometry.

Each line ends with the Löwdin spin population.
Geometry (Å):
O: 0.83092 -1.85179 0.67598  0.077
C: 0.17516 -0.65098 0.82015  0.041
C: 0.92463 0.37528 1.84819  0.111
C: 0.11259 0.04437 -0.43421  0.005
C: -0.52181 -0.72056 -1.55692  0.001
C: -1.19287 -0.16183 -2.58050  0.000
N: 0.24805 1.60143 1.68709  0.685
H: -0.86613 -0.64096 1.16525  0.001
H: 1.08536 -0.28973 2.71476  0.002
H: 1.08932 0.50634 -0.74662  0.002
H: -0.41312 0.95882 -0.26660  0.000
H: -0.28595 -1.78969 -1.52639  0.000
H: -1.63010 -0.76123 -3.32244  0.000
H: -1.71382 0.76630 -2.33982  0.000
H: 0.21563 2.24651 2.50072  0.025
H: 1.94216 0.36770 1.36135  0.049

Forces on the atoms, in the same order (eV/Å):
-0.9267 1.1181 1.0924
2.1762 -2.2482 0.9472
0.3269 -1.4232 -1.6428
-0.0830 2.1379 -2.9298
0.8567 -0.0202 -0.6176
-0.5225 0.0765 2.4813
0.7392 0.9674 1.2793
-0.5170 -0.6410 0.6473
-0.4130 1.0628 0.8007
-0.2522 -1.0650 0.0310
-0.9328 0.7156 -0.2128
0.1113 0.2676 -0.2490
-0.4146 -0.7442 -1.1084
0.6115 0.4131 -0.6265
-0.0213 -0.9623 0.0020
-0.7386 0.3450 0.1055

Calculated values
HOMO energy (alpha / beta): -0.1072 / -0.0975 Eh
Max |F|: 0.0706 hartree/bohr
Charge: -1
⟨S²⟩: 0.7571
E_tot: -8864.73550 eV
Spin multiplicity: 2
Kohn-Sham gap (alpha / beta): 7.18 / 6.14 eV

---

# 4
ORCA calculation (ωB97M-V/def2-TZVPD) on a 2-piece molecular cluster, H4O2 overall.

Each line ends with the Löwdin spin population.
Geometry (Å):
H: -1.76556 0.06169 1.20764  0.018
H: -0.45159 0.01107 0.34949  0.039
O: -1.32837 0.47552 0.45228  0.177
H: 1.94529 0.01114 -0.04839  0.170
H: 1.08413 -0.00770 -1.33029  0.158
O: 1.18432 -0.47584 -0.46001  0.437

Forces on the atoms, in the same order (eV/Å):
0.2148 0.0266 -0.1672
-0.4694 0.4425 -0.1520
0.2784 -0.4294 0.2285
-0.1288 -0.1741 -0.1332
0.1589 -0.1945 0.2560
-0.0540 0.3289 -0.0320

Calculated values
HOMO energy (alpha / beta): 0.0441 / -0.2358 Eh
Max |F|: 0.0129 hartree/bohr
Charge: -1
⟨S²⟩: 0.7505
E_tot: -4158.73886 eV
Spin multiplicity: 2
Kohn-Sham gap (alpha / beta): 3.41 / 10.90 eV

---

Record-wise energy above the lowest of the compared OMol25 structures with the same formula, charge and spin values, in kcal per mole: 80.3, 29.1, 56.8, 3.2